No. 1
{
  "formula": "C2HN3O3",
  "method": "ωB97M-V with the def2-TZVPD basis set",
  "lumo_ev": -1.08,
  "de_lowest_kj_mol": 668.72,
  "multiplicity": 1,
  "smiles": "O=[N+]([O-])c1ncon1",
  "gap_ev": 10.3,
  "species": ["O", "N", "O", "C", "N", "C", "O", "N", "H"],
  "xyz": [[1.96301, 0.09424, 1.35307], [1.13601, 0.86492, 0.90456], [1.20546, 2.06330, 1.02941], [0.16979, 0.32294, 0.06163], [0.26973, -0.88476, -0.30851], [-0.85894, -1.21616, -0.92001], [-1.62041, 0.01415, -0.92062], [-0.92916, 0.97012, -0.24502], [-1.33549, -2.22876, -0.95451]],
  "atomic_forces_ev_per_a": [[-0.4, -0.3, 0.3], [3.4, 1.1, 0.8], [-0.8, 0.7, 0.1], [-2.3, 2.6, 0.0], [-1.0, -5.9, -2.0], [0.6, 3.6, 2.5], [-0.2, -2.2, -0.2], [0.3, -1.0, -0.6], [0.5, 1.4, -0.8]],
  "nbo_charge": [-0.33, 0.49, -0.33, 0.32, -0.42, 0.32, -0.26, -0.03, 0.25]
}

No. 2
{
  "formula": "C2HN5",
  "method": "ωB97M-V with the def2-TZVPD basis set",
  "lumo_ev": -0.36,
  "de_lowest_kj_mol": 163.36,
  "multiplicity": 1,
  "smiles": "N#Cc1nnn[nH]1",
  "gap_ev": 11.1,
  "species": ["N", "C", "C", "N", "N", "N", "N", "H"],
  "xyz": [[2.11277, 0.43437, 2.08297], [1.18921, 0.09630, 1.31594], [0.00966, -0.20812, 0.39850], [-0.92800, 0.62954, 0.71447], [-1.78856, 0.62834, -0.44855], [-1.18234, 0.04128, -1.40766], [-0.07128, -0.52474, -0.98605], [0.65854, -1.09696, -1.66962]],
  "atomic_forces_ev_per_a": [[-6.9, -2.6, -5.7], [5.6, 0.8, 3.8], [2.7, 2.5, 0.2], [-2.5, -1.5, -2.0], [2.0, 0.6, 0.7], [-1.2, -0.5, -0.2], [3.1, -1.4, 0.6], [-2.8, 2.1, 2.5]],
  "nbo_charge": [-0.26, 0.24, 0.20, -0.21, -0.06, -0.01, -0.38, 0.47]
}

No. 3
{
  "formula": "C2HN5O2",
  "method": "ωB97M-V with the def2-TZVPD basis set",
  "lumo_ev": -2.63,
  "de_lowest_kj_mol": 580.32,
  "multiplicity": 1,
  "smiles": "[H]/N=c1/nnoc(=O)nn1",
  "gap_ev": 8.5,
  "species": ["H", "N", "C", "N", "N", "O", "C", "O", "N", "N"],
  "xyz": [[-2.38882, -1.23122, 0.94738], [-2.15069, -0.32771, 0.67576], [-1.00370, 0.01541, -0.03254], [-0.87991, 1.37416, -0.55476], [0.29429, 1.79059, -0.30396], [1.15156, 1.16731, 0.15400], [1.59388, -0.12158, 0.01778], [2.94182, -0.27550, 0.35689], [0.85454, -1.20489, -0.63338], [-0.41297, -1.18658, -0.62717]],
  "atomic_forces_ev_per_a": [[0.5, -2.4, -0.1], [5.3, 6.0, -2.9], [-8.3, -4.4, 2.4], [2.6, -1.4, 1.7], [-11.2, 7.9, -6.3], [9.8, -6.2, 5.5], [8.9, -2.3, 1.4], [-9.9, 0.8, -2.3], [-0.9, 0.0, 0.5], [3.2, 2.1, 0.1]],
  "nbo_charge": [0.37, -0.52, 0.31, -0.19, 0.24, -0.26, 0.72, -0.46, -0.15, -0.05]
}

No. 4
{
  "formula": "C2HN6",
  "method": "ωB97M-V with the def2-TZVPD basis set",
  "lumo_ev": 4.49,
  "de_lowest_kj_mol": 51.42,
  "multiplicity": 1,
  "gap_ev": 8.3,
  "charge": -1,
  "species": ["C", "C", "N", "N", "N", "N", "N", "N", "H"],
  "xyz": [[0.14725, -0.09031, -0.15010], [-0.62352, 1.46742, 0.91372], [-0.97343, 0.26520, 0.50992], [1.08515, 0.83036, -0.10314], [-1.29405, 4.46736, 2.44652], [-1.39655, 2.31687, 1.68305], [-1.11495, 3.41422, 2.04821], [0.58273, 1.82295, 0.63780], [0.35325, -0.91238, -0.68322]],
  "atomic_forces_ev_per_a": [[-0.4, 2.9, 1.6], [0.1, 0.2, 0.9], [-1.2, -1.1, -0.4], [1.2, -0.2, -0.3], [1.3, -0.1, 0.0], [-1.6, -2.0, 0.2], [-1.4, 2.0, 0.4], [1.9, 1.6, -0.6], [0.1, -3.3, -1.7]],
  "nbo_charge": [0.06, 0.34, -0.57, -0.37, -0.19, -0.29, 0.27, -0.41, 0.15]
}